(1)
C16H50N10O8 | the ωB97M-V functional and the def2-TZVPD basis

Calculated values
Expectation value of S²   0.75
Total charge   -1
Kohn-Sham gap (spin up / spin down)   2.21 / 8.89 eV
2S+1   2
E   -1789.0474 hartree

Positions of all 84 atoms, in Å:
1 O 1.86 2.49 2.59
2 O -2.90 2.30 0.22
3 O -5.20 1.71 -3.99
4 O 4.03 -0.37 -0.80
5 O -1.41 0.05 4.86
6 O -3.05 -2.03 -4.35
7 O 1.96 3.21 -1.92
8 O 0.38 -2.75 0.81
9 N -4.27 1.64 -1.96
10 N -4.41 3.55 -3.18
11 N 3.65 2.54 1.43
12 N 2.56 -0.91 0.79
13 N -2.83 -0.99 3.35
14 N -1.46 -2.13 4.35
15 N 0.73 1.72 0.15
16 N 1.49 -3.13 3.28
17 N 3.62 3.71 3.21
18 N 2.18 -1.57 -1.14
19 C -0.87 1.44 -1.60
20 C -1.91 -1.31 -4.46
21 C 2.98 -0.84 -0.41
22 C 1.92 -3.94 2.15
23 C 3.02 2.88 2.41
24 C -1.54 2.15 0.73
25 C 2.62 2.36 -2.83
26 C 4.05 2.43 -2.38
27 C 0.79 -4.08 1.22
28 C -0.75 -1.91 -3.56
29 C -4.67 2.24 -3.05
30 C 2.49 -5.24 2.72
31 C -0.51 2.27 -0.39
32 C -1.87 -0.94 4.20
33 C -0.97 -2.80 0.20
34 C -3.87 2.45 1.23
35 H 4.64 2.75 1.41
36 H -0.52 3.32 -0.67
37 H 0.55 0.74 0.28
38 H -3.15 -1.84 2.91
39 H -0.03 -4.37 1.88
40 H 0.82 -4.85 0.45
41 H -1.31 2.93 1.46
42 H 2.65 -3.46 1.50
43 H -1.34 2.01 -2.40
44 H -1.79 -2.85 3.73
45 H 1.84 -1.56 1.07
46 H -0.02 1.06 -2.16
47 H -3.78 -1.60 -4.81
48 H 3.03 -5.71 1.90
49 H -3.93 3.42 1.72
50 H 2.60 -1.73 -2.04
51 H 3.00 4.19 3.84
52 H 3.05 -0.41 1.52
53 H -0.13 -2.69 -4.02
54 H 4.58 1.79 -3.09
55 H -4.59 3.97 -4.08
56 H -1.58 -1.17 -5.49
57 H 3.10 1.93 0.83
58 H -4.85 2.33 0.76
59 H -4.44 0.64 -1.88
60 H 1.02 2.08 1.05
61 H 4.61 3.89 3.14
62 H -1.48 0.61 -1.22
63 H 1.61 -2.17 -0.56
64 H -0.87 -2.41 5.12
65 H -1.29 -1.75 0.16
66 H -3.80 2.15 -1.22
67 H -1.58 1.14 1.13
68 H 2.20 1.36 -2.67
69 H -3.76 3.96 -2.52
70 H -1.12 -2.42 -2.68
71 H 1.55 2.66 -1.25
72 H -3.28 -0.13 3.08
73 H 2.47 2.68 -3.86
74 H 1.64 -5.86 3.00
75 H 0.50 -2.93 3.22
76 H -0.95 -3.08 -0.86
77 H -3.67 1.65 1.94
78 H 4.16 2.23 -1.32
79 H 3.18 -5.06 3.55
80 H -1.66 -3.32 0.86
81 H 4.45 3.43 -2.49
82 H 1.96 -2.24 3.23
83 H -0.03 -1.15 -3.27
84 H -2.11 -0.32 -4.04

These are the Löwdin partial charges, in e, on atoms 1 to 5:
1 O 0.0111
2 O -0.2732
3 O 0.0061
4 O 0.0294
5 O -0.0567

(2)
C4H20O6 | the ωB97M-V functional and the def2-TZVPD basis

Calculated values
Total charge   0
Kohn-Sham gap   10.84 eV
2S+1   1
E   -615.7275 hartree
Energy relative to the best compared isomer or geometry (same formula, charge and spin)   56.48 kcal/mol

Positions of all 30 atoms, in Å:
1 O -20.79 -3.97 14.34
2 O -9.83 -2.37 16.79
3 O -14.99 -5.36 17.10
4 O -13.58 -6.43 20.69
5 O -16.63 -1.72 16.64
6 O -12.18 -7.33 14.85
7 C -20.01 -5.10 14.05
8 C -11.03 -1.73 17.33
9 C -12.56 -7.20 21.41
10 C -16.11 -0.51 17.20
11 H -19.29 -4.89 13.25
12 H -17.21 -1.53 15.90
13 H -20.56 -6.01 13.83
14 H -12.77 -6.76 15.33
15 H -9.34 -1.67 16.36
16 H -11.24 -0.86 16.70
17 H -10.93 -1.36 18.35
18 H -16.87 -0.05 17.83
19 H -11.64 -7.13 20.83
20 H -15.15 -0.69 17.70
21 H -19.38 -5.34 14.91
22 H -12.93 -8.21 21.55
23 H -15.47 -4.54 17.01
24 H -11.90 -2.38 17.35
25 H -13.98 -5.74 21.21
26 H -21.20 -4.14 15.19
27 H -14.93 -5.50 18.05
28 H -12.37 -6.86 22.43
29 H -12.67 -7.57 14.05
30 H -15.90 0.31 16.52

These are the Löwdin partial charges, in e, on atoms 1 to 5:
1 O -0.1128
2 O -0.1251
3 O -0.0489
4 O -0.1454
5 O -0.1253

(3)
C4H10N3O | the ωB97M-V functional and the def2-TZVPD basis

Calculated values
Total charge   +1
Kohn-Sham gap   10.91 eV
2S+1   1
E   -397.5934 hartree
Energy relative to the best compared isomer or geometry (same formula, charge and spin)   53.85 kcal/mol

Positions of all 18 atoms, in Å:
1 O 0.55 1.43 0.55
2 N -0.60 -1.01 -0.35
3 N 1.28 0.46 2.65
4 N -0.14 1.22 -0.69
5 C -0.27 -0.98 1.10
6 C -0.94 0.01 -2.67
7 C -0.54 0.03 -1.16
8 C 0.99 0.21 1.35
9 H -0.24 0.58 -3.28
10 H -0.08 2.10 -1.19
11 H -0.91 -2.01 -0.76
12 H 0.20 -1.88 1.46
13 H -1.06 -0.71 1.65
14 H 1.85 -0.17 0.92
15 H -1.00 -1.08 -2.99
16 H 2.20 0.61 3.00
17 H -1.90 0.31 -2.86
18 H 0.62 0.89 3.27

These are the Löwdin partial charges, in e, on atoms 1 to 5:
1 O -0.0424
2 N 0.0765
3 N 0.1175
4 N 0.1094
5 C 0.0125